{
  "formula": "C39H88NO8P",
  "method": "ωB97M-V with the def2-TZVPD basis set",
  "elements": ["C", "C", "C", "P", "C", "N", "O", "C", "C", "C", "C", "C", "C", "C", "H", "H", "H", "H", "H", "H", "H", "H", "H", "H", "H", "H", "H", "H", "H", "H", "H", "H", "C", "C", "O", "C", "C", "H", "H", "H", "H", "H", "H", "H", "H", "H", "H", "C", "C", "O", "C", "C", "H", "H", "H", "H", "H", "H", "H", "H", "H", "H", "C", "C", "O", "C", "C", "H", "H", "H", "H", "H", "H", "H", "H", "H", "H", "C", "C", "O", "C", "C", "H", "H", "H", "H", "H", "H", "H", "H", "H", "H", "C", "C", "O", "C", "C", "H", "H", "H", "H", "H", "H", "H", "H", "H", "H", "C", "C", "O", "C", "C", "H", "H", "H", "H", "H", "H", "H", "H", "H", "H", "C", "C", "O", "C", "C", "H", "H", "H", "H", "H", "H", "H", "H", "H", "H"],
  "xyz": [[6.00, -7.62, -1.27], [7.27, -8.49, -1.82], [6.97, -10.07, -1.89], [6.19, -10.83, -0.35], [7.04, -12.46, 0.15], [8.50, -12.41, -0.18], [8.53, -8.10, -1.25], [8.87, -8.67, 0.01], [8.10, -8.00, 1.28], [7.36, -8.91, 2.29], [6.61, -8.31, 3.51], [6.66, -6.77, 3.67], [7.43, -5.81, 2.70], [8.16, -6.44, 1.48], [5.57, -6.97, -2.13], [5.13, -8.28, -0.92], [6.28, -6.90, -0.44], [7.33, -8.17, -2.93], [7.99, -10.60, -2.06], [6.34, -10.28, -2.82], [4.86, -11.24, -0.78], [6.87, -12.57, 1.29], [6.51, -13.37, -0.32], [8.65, -12.86, -1.09], [8.98, -12.91, 0.58], [9.98, -8.40, 0.20], [8.83, -9.81, 0.10], [7.34, -10.04, 2.15], [6.06, -9.03, 4.19], [6.09, -6.34, 4.56], [7.46, -4.68, 2.86], [8.75, -5.81, 0.72], [2.41, -2.40, -1.68], [2.74, -3.79, -2.19], [3.95, -4.32, -1.66], [3.99, -4.49, -0.25], [2.95, -5.47, 0.27], [3.26, -1.73, -1.82], [1.55, -1.99, -2.21], [2.17, -2.41, -0.62], [2.88, -3.75, -3.27], [1.91, -4.48, -2.01], [3.91, -3.53, 0.26], [4.98, -4.88, -0.01], [1.94, -5.08, 0.15], [3.11, -5.67, 1.33], [3.01, -6.42, -0.27], [11.36, -2.08, 3.97], [12.45, -3.14, 3.99], [11.95, -4.46, 3.84], [11.26, -4.75, 2.63], [12.13, -4.59, 1.39], [10.58, -2.32, 4.70], [11.78, -1.10, 4.22], [10.89, -2.01, 2.99], [12.95, -3.11, 4.95], [13.21, -2.94, 3.23], [10.35, -4.14, 2.55], [10.93, -5.79, 2.69], [12.40, -3.54, 1.23], [11.59, -4.93, 0.50], [13.05, -5.16, 1.49], [1.34, 2.83, -2.09], [2.23, 1.69, -1.62], [2.62, 0.82, -2.67], [3.39, 1.40, -3.72], [4.72, 1.96, -3.25], [0.49, 2.45, -2.66], [0.97, 3.40, -1.23], [1.88, 3.53, -2.73], [1.67, 1.08, -0.91], [3.11, 2.07, -1.09], [2.81, 2.15, -4.25], [3.59, 0.59, -4.43], [4.58, 2.83, -2.60], [5.33, 2.27, -4.10], [5.28, 1.21, -2.68], [-2.61, 0.36, -1.04], [-2.61, 1.43, 0.03], [-2.15, 2.69, -0.42], [-2.90, 3.31, -1.46], [-4.33, 3.61, -1.07], [-1.63, 0.30, -1.53], [-2.85, -0.62, -0.61], [-3.34, 0.57, -1.83], [-1.93, 1.12, 0.83], [-3.60, 1.53, 0.49], [-2.86, 2.70, -2.37], [-2.39, 4.24, -1.70], [-4.91, 2.70, -0.92], [-4.83, 4.19, -1.85], [-4.36, 4.18, -0.13], [-9.81, 3.35, -2.15], [-8.64, 2.38, -2.21], [-7.75, 2.51, -1.12], [-8.28, 2.26, 0.17], [-8.80, 0.84, 0.34], [-9.45, 4.38, -2.02], [-10.40, 3.30, -3.07], [-10.48, 3.13, -1.32], [-8.06, 2.59, -3.11], [-8.99, 1.35, -2.30], [-9.06, 2.99, 0.41], [-7.47, 2.42, 0.88], [-9.68, 0.66, -0.28], [-9.09, 0.66, 1.38], [-8.04, 0.11, 0.05], [-11.18, 8.81, -0.27], [-10.84, 7.42, -0.78], [-9.64, 6.89, -0.25], [-9.59, 6.72, 1.16], [-10.63, 5.73, 1.68], [-10.33, 9.48, -0.41], [-12.04, 9.21, -0.80], [-11.41, 8.80, 0.80], [-10.70, 7.47, -1.86], [-11.67, 6.72, -0.60], [-9.67, 7.68, 1.67], [-8.59, 6.33, 1.39], [-11.64, 6.12, 1.56], [-10.47, 5.54, 2.74], [-10.57, 4.79, 1.13], [-12.13, 14.30, 1.84], [-11.24, 13.16, 2.30], [-10.85, 12.29, 1.26], [-10.08, 12.87, 0.21], [-8.75, 13.43, 0.68], [-12.98, 13.92, 1.27], [-12.51, 14.87, 2.70], [-11.59, 15.00, 1.20], [-11.80, 12.55, 3.02], [-10.36, 13.54, 2.84], [-10.66, 13.63, -0.32], [-9.88, 12.07, -0.51], [-8.89, 14.30, 1.33], [-8.14, 13.75, -0.17], [-8.19, 12.69, 1.25]],
  "mulliken_charge": [-0.443, 0.294, -0.941, -0.011, -0.566, -0.497, -0.418, -0.610, 0.465, -0.159, -0.578, -0.450, -0.510, -0.242, 0.343, 0.140, -0.248, 0.304, 0.368, 0.451, 0.016, 0.292, 0.373, 0.211, 0.221, 0.352, 0.211, 0.185, 0.331, 0.284, 0.379, 0.414, -0.904, -0.553, -0.400, -0.038, -1.184, 0.293, 0.417, 0.285, 0.345, 0.306, 0.332, 0.076, 0.373, 0.403, 0.271, -1.005, -0.303, -0.467, 0.051, -1.099, 0.271, 0.387, 0.247, 0.332, 0.288, 0.096, 0.241, 0.292, 0.388, 0.301, -1.090, -0.354, -0.361, -0.338, -1.088, 0.281, 0.384, 0.325, 0.308, 0.329, 0.298, 0.347, 0.275, 0.398, 0.281, -0.963, -0.326, -0.429, -0.270, -1.038, 0.207, 0.400, 0.252, 0.348, 0.305, 0.322, 0.349, 0.141, 0.413, 0.304, -0.965, -0.400, -0.352, 0.451, -1.219, 0.240, 0.443, 0.205, 0.320, 0.311, -0.388, 0.370, 0.269, 0.413, 0.314, -1.130, -0.339, -0.389, -0.306, -1.056, 0.253, 0.485, 0.220, 0.353, 0.333, 0.291, 0.351, 0.347, 0.392, 0.166, -1.040, -0.330, -0.355, -0.255, -1.120, 0.287, 0.386, 0.263, 0.300, 0.307, 0.296, 0.313, 0.257, 0.397, 0.299],
  "smiles": "C[C@H](CPCN)OCc1ccccc1.CCOCC.CCOCC.CCOCC.CCOCC.CCOCC.CCOCC.CCOCC",
  "total_charge": 0,
  "e_homo_ev": -7.8,
  "orbital_gap_ha": 0.31626
}


{
  "formula": "C20H66N6O13",
  "method": "ωB97M-V with the def2-TZVPD basis set",
  "elements": ["C", "C", "O", "H", "H", "H", "H", "H", "H", "C", "C", "O", "H", "H", "H", "H", "H", "H", "C", "C", "O", "H", "H", "H", "H", "H", "H", "C", "C", "O", "H", "H", "H", "H", "H", "H", "C", "C", "O", "H", "H", "H", "H", "H", "H", "C", "C", "O", "H", "H", "H", "H", "H", "H", "C", "C", "O", "H", "H", "H", "H", "H", "H", "C", "O", "N", "N", "H", "H", "H", "H", "C", "O", "N", "N", "H", "H", "H", "H", "C", "O", "N", "N", "H", "H", "H", "H", "C", "O", "H", "H", "H", "H", "C", "O", "H", "H", "H", "H", "C", "O", "H", "H", "H", "H"],
  "xyz": [[2.25, -4.29, -1.26], [0.88, -3.50, -1.40], [1.13, -2.16, -1.10], [3.01, -3.75, -1.79], [2.20, -5.28, -1.73], [2.54, -4.41, -0.19], [0.10, -3.89, -0.79], [0.53, -3.65, -2.51], [0.79, -1.63, -1.87], [0.13, -1.87, 3.84], [-0.88, -2.25, 2.68], [-1.85, -1.30, 2.52], [-0.33, -1.80, 4.83], [0.55, -0.92, 3.76], [0.92, -2.53, 3.77], [-1.30, -3.27, 2.77], [-0.29, -2.23, 1.72], [-1.61, -0.40, 2.88], [-4.48, 1.15, -2.46], [-3.59, -0.04, -2.42], [-2.22, 0.37, -2.34], [-5.52, 1.05, -2.58], [-4.26, 1.77, -3.28], [-4.16, 1.61, -1.57], [-3.74, -0.54, -3.42], [-3.81, -0.81, -1.68], [-1.75, -0.47, -2.12], [-4.27, 0.39, 1.08], [-4.13, 1.85, 1.54], [-2.75, 2.12, 1.80], [-4.02, -0.29, 1.88], [-3.63, 0.11, 0.25], [-5.24, 0.05, 0.75], [-4.74, 2.05, 2.37], [-4.56, 2.61, 0.81], [-2.34, 1.46, 2.37], [3.30, 2.82, -1.31], [4.59, 3.31, -1.89], [4.82, 4.52, -1.26], [2.55, 3.53, -0.94], [3.55, 2.14, -0.60], [2.63, 2.29, -2.02], [4.37, 3.45, -2.88], [5.43, 2.60, -1.86], [4.20, 5.16, -1.55], [3.94, -1.34, -3.58], [3.96, -0.92, -2.13], [4.53, -1.81, -1.20], [3.70, -0.50, -4.28], [3.27, -2.13, -3.80], [4.92, -1.77, -3.74], [2.89, -0.77, -1.85], [4.45, 0.08, -1.90], [4.06, -1.70, -0.36], [-3.29, 0.43, 5.10], [-1.89, 1.14, 4.98], [-1.23, 1.01, 3.72], [-3.81, 0.64, 4.22], [-3.84, 0.86, 5.89], [-3.28, -0.64, 5.22], [-1.36, 0.99, 5.96], [-2.14, 2.18, 5.06], [-0.30, 1.10, 3.76], [-0.85, 3.32, -0.82], [-0.44, 4.21, 0.18], [-0.13, 3.11, -1.89], [-2.00, 2.72, -0.99], [0.76, 3.60, -2.11], [-0.52, 2.76, -2.78], [-2.56, 2.79, -0.21], [-2.21, 1.87, -1.64], [3.10, -1.08, 1.74], [3.27, -0.96, 3.12], [2.99, -2.21, 1.08], [2.90, -0.04, 1.03], [3.27, -3.09, 1.42], [2.40, -2.24, 0.22], [2.92, 0.84, 1.66], [2.30, 0.06, 0.23], [-2.53, -3.06, -0.94], [-1.78, -2.09, -1.56], [-2.93, -4.23, -1.43], [-3.00, -2.94, 0.27], [-2.49, -4.60, -2.34], [-3.66, -4.79, -1.08], [-2.74, -2.12, 0.86], [-3.25, -3.74, 0.89], [-0.04, 0.36, 0.43], [0.92, 0.77, -0.52], [0.28, -0.58, 0.56], [-1.10, 0.19, 0.03], [0.06, 0.91, 1.38], [0.67, 1.57, -0.91], [1.89, 3.13, 2.30], [2.95, 2.26, 2.58], [1.88, 4.10, 2.86], [0.92, 2.62, 2.46], [1.80, 3.32, 1.23], [3.82, 2.72, 2.58], [0.73, 0.09, -3.92], [0.55, -1.23, -3.58], [0.02, 0.77, -3.42], [0.50, 0.16, -4.95], [1.78, 0.51, -3.72], [-0.05, -1.70, -4.17]],
  "mulliken_charge": [-1.203, -0.157, 1.142, 0.221, 0.407, 0.303, 0.218, 0.110, -0.865, -1.488, 0.716, -0.316, 0.305, 0.212, 0.509, 0.399, -0.414, -0.074, -1.384, 0.350, -0.375, 0.408, 0.361, 0.113, 0.308, 0.034, 0.299, -0.529, -0.521, -0.544, 0.257, -0.111, 0.538, 0.434, 0.389, 0.125, 0.119, -0.884, -0.576, 0.542, -0.111, -0.218, 0.425, 0.360, 0.316, -1.538, 1.423, -0.715, 0.328, 0.202, 0.507, -0.860, 0.088, 0.470, -0.895, -0.500, -0.498, 0.062, 0.448, 0.256, 0.431, 0.423, 0.143, 0.242, -0.786, -0.435, -0.095, 0.311, 0.132, 0.138, 0.128, 0.376, -0.825, 0.038, 0.480, 0.273, -0.344, 0.350, -1.043, 0.321, -0.532, -0.392, -0.190, 0.316, 0.146, -0.224, 0.295, 2.405, 2.544, -0.806, -0.731, -0.461, -1.135, -0.023, -0.573, 0.432, -0.280, -0.054, 0.271, -0.053, -0.472, -0.272, 0.566, -0.187, 0.231],
  "total_charge": 0,
  "e_homo_ev": -8.0,
  "orbital_gap_ha": 0.29589,
  "relative_energy_kj_mol": 160.3
}


{
  "formula": "C7H10",
  "method": "ωB97M-V with the def2-TZVPD basis set",
  "elements": ["C", "C", "C", "C", "C", "C", "C", "H", "H", "H", "H", "H", "H", "H", "H", "H", "H"],
  "xyz": [[0.40, -0.16, 1.40], [-0.47, -0.11, 0.31], [-1.68, 0.29, 0.26], [1.03, 0.07, 0.04], [-2.57, -0.58, 1.09], [1.74, 1.38, -0.37], [1.59, -0.91, -1.01], [-2.21, 0.91, -0.35], [-1.90, -1.12, 1.73], [-3.20, -1.39, 0.52], [-3.33, 0.02, 1.71], [1.70, 1.57, -1.50], [2.71, 1.22, -0.03], [1.31, 2.25, 0.22], [1.43, -0.49, -2.05], [0.86, -1.78, -1.08], [2.59, -1.16, -0.88]],
  "lowdin_spin": [1.054, 0.200, 0.313, 0.225, 0.056, 0.029, 0.039, 0.025, 0.006, 0.019, 0.011, 0.003, 0.006, 0.002, 0.007, 0.000, 0.005],
  "total_charge": 0,
  "e_homo_ev": [-7.1, -9.7],
  "spin_multiplicity": 3,
  "orbital_gap_ha": [0.29553, 0.30554],
  "relative_energy_kj_mol": 190.9
}


Sequential largest force on an atom output: 4.64, 8.77, 6.30 eV/A